<a>
The following is a quantum chemistry calculation of C2HNO2S as an isolated structure, from the Open Molecules 2025 dataset.

Results
Kohn-Sham gap (alpha / beta) in eV: 6.7 / 6.7
Net charge: 0

Last column: natural (NBO) charge in e.
Geometry (Å):
C -1.158 -0.028 0.214  0.08
C -0.300 0.760 -0.413  0.50
N -1.345 1.300 0.364  -0.27
O 1.743 -1.597 -0.046  -0.90
O 0.855 0.784 -1.032  -0.59
S 1.639 -0.218 0.310  0.93
H -1.435 -1.000 0.602  0.26

<b>
The following is a quantum chemistry calculation of C2HNO2S as an isolated structure, from the Open Molecules 2025 dataset.

Results
Kohn-Sham gap in eV: 10.0
Net charge: 0

Last column: natural (NBO) charge in e.
Geometry (Å):
C 1.055 0.305 0.060  0.34
C -0.998 -0.734 -0.091  0.73
N 0.472 1.431 -0.072  -0.60
O -1.830 -1.539 -0.002  -0.51
O 0.307 -0.853 -0.085  -0.48
S -1.147 1.350 -0.038  0.32
H 2.142 0.039 0.227  0.21

Most stable structure, least stable structure: <b>, <a>.

<a>
The following is a quantum chemistry calculation of a 2-piece molecular cluster, C2H8N2O2 overall, from the Open Molecules 2025 dataset.

Results
Kohn-Sham gap in eV: 9.4
SMILES: O=CO.NCN
Net charge: 0

Last column: natural (NBO) charge in e.
Geometry (Å):
N -0.783 0.967 0.516  -0.90
C -1.273 -0.353 0.360  -0.04
N -2.081 -0.547 -0.859  -0.85
H -1.400 1.670 0.884  0.37
H 0.154 1.327 0.511  0.40
H -1.900 -0.680 1.193  0.17
H -0.367 -0.967 0.360  0.15
H -1.547 -1.048 -1.553  0.35
H -2.218 0.376 -1.247  0.36
O 2.046 1.344 -0.364  -0.53
C 2.280 0.276 0.099  0.65
O 2.672 -0.785 -0.662  -0.70
H 2.234 0.000 1.167  0.10
H 2.183 -1.582 -0.406  0.49

<b>
The following is a quantum chemistry calculation of a 2-piece molecular cluster, C2H8N2O2 overall, from the Open Molecules 2025 dataset.

Results
Kohn-Sham gap in eV: 9.6
SMILES: NCNC=O.O
Net charge: 0

Last column: natural (NBO) charge in e.
Geometry (Å):
O -2.462 -1.533 -0.989  -0.61
C -2.031 -0.644 -0.291  0.53
N -0.729 -0.254 -0.299  -0.64
C 0.446 -1.066 -0.648  -0.06
N 1.450 -1.046 0.379  -0.87
H -2.599 -0.057 0.447  0.11
H -0.494 0.643 0.092  0.40
H 0.055 -2.042 -0.909  0.22
H 0.887 -0.655 -1.547  0.17
H 1.803 -0.156 0.663  0.38
H 1.432 -1.860 0.965  0.38
H 1.355 2.795 1.197  0.47
H 0.453 3.149 0.037  0.47
O 0.434 2.724 0.903  -0.94

Most stable structure, least stable structure: <b>, <a>.

<a>
The following is a quantum chemistry calculation of a 2-piece molecular cluster, C2H8N2O2 overall, from the Open Molecules 2025 dataset.

Results
Kohn-Sham gap in eV: 10.5
SMILES: NC(=O)O.CN
Net charge: 0

Last column: natural (NBO) charge in e.
Geometry (Å):
C -1.900 0.938 -0.853  -0.41
N -0.479 0.646 -1.000  -0.86
H -2.183 1.920 -1.256  0.17
H -2.191 0.979 0.194  0.19
H -2.522 0.202 -1.355  0.20
H -0.228 0.541 -1.975  0.37
H 0.102 1.413 -0.677  0.37
N 0.802 -1.535 0.689  -0.89
C 1.962 -0.948 1.124  0.88
O 1.777 0.335 1.522  -0.70
O 3.028 -1.485 1.177  -0.61
H 0.877 -2.490 0.436  0.40
H 0.102 -0.969 0.203  0.42
H 0.853 0.454 1.770  0.48

<b>
The following is a quantum chemistry calculation of a 2-piece molecular cluster, C2H8N2O2 overall, from the Open Molecules 2025 dataset.

Results
Kohn-Sham gap in eV: 10.6
SMILES: NCNC=O.O
Net charge: 0

Last column: natural (NBO) charge in e.
Geometry (Å):
O 2.552 -1.211 0.005  -0.59
C 1.490 -1.231 -0.539  0.53
N 0.308 -0.848 0.039  -0.66
C 0.248 0.033 1.179  -0.07
N -0.047 1.403 0.735  -0.86
H 1.366 -1.272 -1.652  0.11
H -0.529 -1.185 -0.429  0.41
H 1.302 -0.028 1.573  0.21
H -0.581 -0.304 1.903  0.19
H -0.098 2.012 1.570  0.36
H 0.669 1.778 0.185  0.36
H -1.700 0.745 -1.195  0.48
H -2.931 0.013 -1.542  0.46
O -2.050 0.093 -1.833  -0.95

<c>
The following is a quantum chemistry calculation of a 2-piece molecular cluster, C2H8N2O2 overall, from the Open Molecules 2025 dataset.

Results
Kohn-Sham gap in eV: 9.8
SMILES: NC=O.NCO
Net charge: 0

Last column: natural (NBO) charge in e.
Geometry (Å):
N -1.349 1.304 0.590  -0.86
C -1.763 0.278 1.490  0.09
O -1.957 -1.019 0.928  -0.75
H -2.105 1.595 -0.017  0.36
H -0.489 1.123 0.070  0.39
H -2.740 0.589 1.852  0.16
H -1.073 0.153 2.322  0.14
H -1.296 -1.223 0.286  0.46
C 1.983 0.098 -1.592  0.53
N 2.195 -1.086 -0.933  -0.82
O 1.050 0.837 -1.376  -0.61
H 2.724 0.301 -2.372  0.12
H 1.804 -1.338 -0.050  0.40
H 3.017 -1.612 -1.200  0.39

<d>
The following is a quantum chemistry calculation of a 2-piece molecular cluster, C2H8N2O2 overall, from the Open Molecules 2025 dataset.

Results
Kohn-Sham gap in eV: 9.4
SMILES: O=CO.NCN
Net charge: 0

Last column: natural (NBO) charge in e.
Geometry (Å):
N -1.155 -0.765 -0.686  -0.88
C 0.079 -1.304 -0.126  -0.06
N 1.235 -1.415 -0.985  -0.85
H -1.414 -1.342 -1.476  0.35
H -1.196 0.219 -0.903  0.38
H -0.220 -2.281 0.242  0.18
H 0.387 -0.741 0.762  0.16
H 1.514 -0.504 -1.320  0.35
H 1.112 -2.032 -1.774  0.35
O -0.563 2.093 -0.046  -0.58
C -0.354 1.771 1.093  0.65
O 0.315 2.480 2.020  -0.69
H -0.842 0.917 1.560  0.13
H 1.103 2.904 1.639  0.50

Most stable structure, least stable structure: <a>, <d>.

<a>
The following is a quantum chemistry calculation of the molecule C3H10N4, from the Open Molecules 2025 dataset.

Results
Kohn-Sham gap in eV: 10.2
SMILES: [H]/N=C\[C@H](N)C(N)N
Net charge: 0

Last column: natural (NBO) charge in e.
Geometry (Å):
C 0.450 -0.041 -0.407  -0.16
C -0.772 -0.397 0.477  0.11
N 0.592 1.399 -0.561  -0.84
N -1.688 -1.100 -0.448  -0.86
N -1.293 0.775 1.138  -0.85
C 1.704 -0.775 0.007  0.14
N 2.899 -0.441 -0.196  -0.60
H 0.088 -0.498 -1.387  0.23
H -0.487 -1.125 1.244  0.18
H 1.367 1.613 -1.180  0.36
H 0.775 1.817 0.345  0.37
H -2.436 -1.560 0.064  0.36
H -2.121 -0.447 -1.096  0.36
H -2.114 0.550 1.685  0.36
H -1.531 1.489 0.460  0.37
H 3.018 0.453 -0.678  0.32
H 1.549 -1.713 0.532  0.16

<b>
The following is a quantum chemistry calculation of the molecule C3H10N4, from the Open Molecules 2025 dataset.

Results
Kohn-Sham gap (alpha / beta) in eV: 8.0 / 8.0
Net charge: 0

Last column: natural (NBO) charge in e.
Geometry (Å):
C 0.475 -1.195 0.699  -0.17
C -2.150 0.104 -0.752  -0.43
C 1.437 -1.197 -0.451  -0.67
N 0.632 0.963 1.245  -0.07
N 0.947 2.083 0.591  -0.63
N -0.440 0.356 0.752  0.02
N -1.025 0.871 -0.263  -0.50
H 1.637 2.652 1.052  0.39
H 0.302 2.375 -0.143  0.42
H -0.395 -1.823 0.545  0.19
H 0.915 -1.335 1.679  0.22
H -2.754 -0.326 0.056  0.18
H -2.781 0.774 -1.338  0.20
H -1.829 -0.711 -1.414  0.17
H 2.376 -0.712 -0.191  0.22
H 1.001 -0.656 -1.300  0.23
H 1.651 -2.223 -0.768  0.23

Most stable structure, least stable structure: <a>, <b>.

<a>
The following is a quantum chemistry calculation of a 2-piece molecular cluster, C3H10N4 overall, from the Open Molecules 2025 dataset.

Results
Kohn-Sham gap in eV: 9.4
SMILES: [H]/N=C/N=C(/C)N.N
Net charge: 0

Last column: natural (NBO) charge in e.
Geometry (Å):
C -1.090 0.327 0.782  0.36
C 2.481 -0.480 0.170  -0.67
C 1.148 0.208 0.072  0.51
N -2.171 -1.242 -0.121  -1.07
N -1.471 1.244 -0.122  -0.93
N 0.998 1.100 -0.925  -0.81
N 0.213 -0.159 0.889  -0.63
H -1.592 0.251 1.752  0.17
H -2.228 1.832 0.212  0.35
H -3.050 -1.742 -0.014  0.38
H -1.412 -1.901 0.013  0.39
H -2.140 -0.480 -0.891  0.43
H 0.077 1.566 -0.929  0.45
H 1.788 1.413 -1.462  0.39
H 2.455 -1.217 0.967  0.24
H 2.727 -0.973 -0.773  0.22
H 3.266 0.252 0.378  0.22

<b>
The following is a quantum chemistry calculation of the molecule C3H10N4, from the Open Molecules 2025 dataset.

Results
Kohn-Sham gap in eV: 8.6
Net charge: 0

Last column: natural (NBO) charge in e.
Geometry (Å):
C 1.137 0.495 -0.395  0.19
C 1.855 -0.760 -0.837  -0.67
N 0.953 0.600 0.970  -0.92
C -1.060 -0.192 0.454  0.64
N -1.983 0.698 1.054  -0.88
N -0.572 0.311 -0.895  -0.71
N -1.137 -1.474 0.455  -0.75
H 0.859 1.578 1.244  0.32
H 1.399 1.385 -0.979  0.16
H -1.571 1.441 1.598  0.39
H -2.708 0.210 1.563  0.38
H -0.659 -0.415 -1.605  0.41
H -1.039 1.171 -1.164  0.40
H -1.553 -1.828 1.310  0.34
H 1.272 -1.622 -0.505  0.24
H 2.826 -0.803 -0.347  0.24
H 1.981 -0.796 -1.922  0.20

<c>
The following is a quantum chemistry calculation of the molecule C3H10N4, from the Open Molecules 2025 dataset.

Results
Kohn-Sham gap in eV: 8.5
SMILES: CN1N[C@@]1(C)NN
Net charge: 0

Last column: natural (NBO) charge in e.
Geometry (Å):
C -1.885 -0.743 -0.596  -0.43
C -0.276 1.778 0.160  -0.64
N -0.317 -0.536 1.263  -0.47
N -0.495 -0.769 -0.182  -0.32
C 0.261 0.379 0.282  0.34
N 2.580 -0.563 0.189  -0.68
N 1.496 0.150 -0.369  -0.51
H 0.376 -1.200 1.609  0.34
H 0.887 -0.345 -1.265  0.39
H 2.721 -1.354 -0.443  0.35
H 2.544 -0.880 1.153  0.35
H -2.464 0.010 -0.059  0.19
H -2.332 -1.711 -0.364  0.21
H -1.918 -0.570 -1.672  0.20
H -1.194 1.888 0.732  0.22
H 0.524 2.459 0.441  0.24
H -0.509 2.007 -0.880  0.22

Most stable structure, least stable structure: <a>, <c>.